P | C2H5NO2 | wB97M-V/def2-TZVPD

Geometry as XYZ:
```
10
Properties=species:S:1:pos:R:3:nbo_charge:R:1
N -0.200 -0.373 -1.382 -0.826
C -0.811 -0.112 -0.200 0.635
O -2.002 -0.259 0.007 -0.611
C 0.127 0.471 0.855 -0.168
O 1.477 0.070 0.713 -0.717
H -0.768 -0.594 -2.184 0.405
H 0.788 -0.206 -1.485 0.410
H 0.108 1.557 0.721 0.203
H -0.287 0.250 1.844 0.195
H 1.568 -0.805 1.111 0.474
```

Total charge   0
HOMO energy   -9.7334 eV
Molar mass   75.07 g mol⁻¹
LUMO   0.026 Eh
Kohn-Sham gap   0.3832 Ha
Structure (SMILES)   NC(=O)CO

=====

Q | C2H5NO2 | wB97M-V/def2-TZVPD

Geometry as XYZ:
```
10
Properties=species:S:1:pos:R:3:nbo_charge:R:1
C -1.160 -0.263 0.179 -0.414
N 0.119 0.208 -0.080 -0.171
O 0.180 1.512 0.144 -0.514
C 1.283 -0.437 -0.058 0.480
O 2.281 0.159 0.261 -0.591
H -1.930 0.144 -0.525 0.202
H -1.578 -0.239 1.180 0.203
H -1.061 -1.349 0.042 0.204
H 0.590 1.751 -0.747 0.475
H 1.276 -1.487 -0.396 0.126
```

Total charge   0
HOMO energy   -9.4130 eV
Molar mass   75.07 g mol⁻¹
LUMO   0.027 Eh
Kohn-Sham gap   0.3733 Ha
Structure (SMILES)   CN(O)C=O

=====

R | C2H5NO2 | wB97M-V/def2-TZVPD

Geometry as XYZ:
```
10
Properties=species:S:1:pos:R:3:nbo_charge:R:1
N -1.150 0.525 0.946 -0.855
C 0.099 0.621 0.340 0.639
O 0.964 1.286 0.878 -0.598
C 0.669 -0.275 -0.787 -0.159
O -0.077 -1.379 -1.214 -0.703
H -1.090 0.899 1.885 0.396
H -2.064 0.647 0.527 0.404
H 0.933 0.344 -1.654 0.204
H 1.634 -0.594 -0.359 0.200
H 0.081 -2.074 -0.563 0.471
```

Total charge   0
HOMO energy   -9.7949 eV
Molar mass   75.07 g mol⁻¹
LUMO   0.027 Eh
Kohn-Sham gap   0.3872 Ha
Structure (SMILES)   NC(=O)CO

=====

S | C2H5NO2 | wB97M-V/def2-TZVPD

Geometry as XYZ:
```
10
Properties=species:S:1:pos:R:3:nbo_charge:R:1
C -0.250 0.067 -1.380 -0.267
C -0.390 0.395 1.297 0.259
N 0.592 -0.338 0.852 -0.328
O 0.750 -0.438 -0.561 -0.397
O -0.472 0.714 2.586 -0.658
H 0.127 0.038 -2.347 0.192
H -1.213 -0.661 -1.432 0.170
H -0.438 1.085 -1.001 0.204
H 1.486 -0.595 1.103 0.378
H 0.362 0.505 3.069 0.447
```

Total charge   0
HOMO energy   -8.7981 eV
Molar mass   75.07 g mol⁻¹
LUMO   0.025 Eh
Kohn-Sham gap   0.3478 Ha

=====

Most stable pick: P. Distance to second place: 0.0225 hartree.

=====

P | C2H5NO2 | wB97M-V/def2-TZVPD

Geometry as XYZ:
```
10
Properties=species:S:1:pos:R:3:nbo_charge:R:1
C 0.258 -0.439 0.330 0.820
C -0.822 0.552 0.378 -0.737
N 2.053 0.351 -0.444 -0.569
O 1.464 -0.108 0.863 -0.451
O -0.075 -1.545 -0.325 -0.629
H -1.729 0.182 -0.233 0.246
H -0.347 1.561 0.251 0.284
H -1.220 0.556 1.348 0.247
H 2.676 -0.353 -0.733 0.283
H 0.566 -2.275 -0.064 0.505
```

Total charge   0
HOMO energy (alpha / beta)   -7.9160 / -7.9147 eV
Molar mass   75.07 g mol⁻¹
LUMO (alpha / beta)   0.012 / 0.012 Eh
Kohn-Sham gap (alpha / beta)   0.3032 / 0.3032 Ha

=====

Q | C2H5NO2 | wB97M-V/def2-TZVPD

Geometry as XYZ:
```
10
Properties=species:S:1:pos:R:3:nbo_charge:R:1
C 1.179 0.872 -0.091 -0.006
C -1.270 -0.420 -0.026 0.103
N 0.446 0.263 -1.081 -0.177
O 1.336 -0.510 -0.399 -0.400
O -0.826 -1.027 1.100 -0.684
H 2.020 1.518 -0.463 0.186
H 0.573 1.155 0.909 0.179
H -1.755 -0.956 -0.743 0.149
H -1.719 0.527 0.042 0.154
H 0.016 -1.423 0.751 0.495
```

Total charge   0
HOMO energy   -8.6901 eV
Molar mass   75.07 g mol⁻¹
LUMO   0.037 Eh
Kohn-Sham gap   0.3560 Ha

=====

R | C2H5NO2 | wB97M-V/def2-TZVPD

Geometry as XYZ:
```
10
Properties=species:S:1:pos:R:3:nbo_charge:R:1
C -0.314 -0.212 0.980 -0.473
N 0.602 -0.268 -0.033 -0.178
O 1.060 1.170 -0.138 -0.613
C -0.226 -0.319 -1.326 0.513
O -1.153 -1.155 -1.525 -0.540
H -0.956 0.603 0.988 0.194
H -0.098 -0.310 2.021 0.212
H -1.039 -1.076 0.906 0.233
H 2.026 1.105 0.346 0.481
H 0.099 0.462 -2.218 0.170
```

Total charge   0
HOMO energy   -10.3128 eV
Molar mass   75.07 g mol⁻¹
LUMO   0.020 Eh
Kohn-Sham gap   0.3994 Ha
Structure (SMILES)   CN(O)C=O

=====

Most stable pick: R. Distance to second place: 0.0485 hartree.

=====

P | C2H5NO2 | wB97M-V/def2-TZVPD

Geometry as XYZ:
```
10
Properties=species:S:1:pos:R:3:nbo_charge:R:1
O 0.338 -0.692 2.131 -0.650
C -0.234 -0.025 1.108 0.454
N 0.559 0.434 0.174 -0.592
C -0.317 0.266 -0.943 0.091
O 0.339 0.128 -2.167 -0.700
H 1.284 -0.780 1.926 0.498
H -1.235 0.327 1.400 0.178
H -1.129 0.996 -1.034 0.145
H -0.885 -0.725 -0.668 0.098
H 1.280 0.072 -1.927 0.478
```

Total charge   0
HOMO energy   -9.0687 eV
Molar mass   75.07 g mol⁻¹
LUMO   0.025 Eh
Kohn-Sham gap   0.3582 Ha
Structure (SMILES)   O/C=N/CO

=====

Q | C2H5NO2 | wB97M-V/def2-TZVPD

Geometry as XYZ:
```
10
Properties=species:S:1:pos:R:3:nbo_charge:R:1
N 1.020 0.429 1.033 -0.806
C -0.042 0.746 0.218 -0.322
C -0.354 -0.186 -0.876 0.773
O -0.318 -0.344 -2.092 -0.567
O -1.004 -1.251 -0.173 -0.725
H 1.882 0.081 0.569 0.374
H 0.703 -0.184 1.746 0.372
H 0.064 1.717 -0.314 0.190
H -0.917 0.856 0.758 0.232
H -1.034 -1.864 -0.870 0.479
```

Total charge   0
HOMO energy   -9.7184 eV
Molar mass   75.07 g mol⁻¹
LUMO   0.027 Eh
Kohn-Sham gap   0.3846 Ha
Structure (SMILES)   NCC(=O)O

=====

Most stable pick: Q. Distance to second place: 0.0613 hartree.

=====

P | C5H7Cl | wB97M-V/def2-TZVPD

Geometry as XYZ:
```
13
Properties=species:S:1:pos:R:3:nbo_charge:R:1
C 0.029 -1.044 -2.168 -0.236
C 0.160 -0.335 -1.191 -0.064
C 0.425 0.250 0.152 0.020
C 1.374 -0.561 1.036 -0.650
C 0.656 1.741 0.054 -0.618
Cl -1.363 -0.176 0.735 -0.122
H 0.212 -1.351 -3.283 0.264
H 1.546 0.006 2.000 0.240
H 1.173 -1.665 0.877 0.260
H 2.441 -0.454 0.608 0.222
H 0.705 2.088 1.073 0.222
H 1.508 1.876 -0.499 0.223
H -0.278 2.192 -0.570 0.238
```

Total charge   0
HOMO energy   -9.5933 eV
Molar mass   102.56 g mol⁻¹
LUMO   0.031 Eh
Kohn-Sham gap   0.3837 Ha
Structure (SMILES)   C#CC(C)(C)Cl

=====

Q | C5H7Cl | wB97M-V/def2-TZVPD

Geometry as XYZ:
```
13
Properties=species:S:1:pos:R:3:nbo_charge:R:1
C -0.490 -0.749 0.528 -0.122
C -1.748 -0.966 0.949 -0.206
C 0.883 -1.103 0.088 -0.486
C 0.187 0.080 -0.406 0.431
C 0.501 1.413 -0.886 -0.713
Cl -0.620 -1.081 -2.816 -0.626
H -2.560 -0.361 0.764 0.207
H -2.060 -1.870 1.626 0.208
H 1.658 -1.038 0.697 0.225
H 0.990 -2.020 -0.477 0.282
H 1.297 1.186 -1.573 0.264
H 1.184 1.945 -0.132 0.268
H -0.367 1.788 -1.317 0.268
```

Total charge   0
HOMO energy (alpha / beta)   -8.8902 / -8.8910 eV
Molar mass   102.56 g mol⁻¹
LUMO (alpha / beta)   -0.073 / -0.073 Eh
Kohn-Sham gap (alpha / beta)   0.2538 / 0.2539 Ha

=====

R | C5H7Cl | wB97M-V/def2-TZVPD

Geometry as XYZ:
```
13
Properties=species:S:1:pos:R:3:nbo_charge:R:1
C 1.033 1.805 0.616 -0.356
C 0.250 1.091 -0.255 -0.213
C -0.156 -0.330 -0.029 -0.051
C -0.927 -0.940 -1.146 -0.644
C 0.154 -1.013 1.120 -0.214
Cl -0.328 -2.659 1.337 -0.008
H 1.357 2.813 0.381 0.203
H 1.296 1.428 1.603 0.187
H -0.057 1.571 -1.173 0.209
H -1.940 -0.553 -1.208 0.227
H -0.425 -0.628 -2.099 0.217
H -0.973 -2.015 -1.075 0.234
H 0.715 -0.569 1.929 0.212
```

Total charge   0
HOMO energy   -8.5137 eV
Molar mass   102.56 g mol⁻¹
LUMO   0.021 Eh
Kohn-Sham gap   0.3339 Ha
Structure (SMILES)   C=C/C(C)=C/Cl

=====

Most stable pick: R. Distance to second place: 0.0680 hartree.

=====

P | C2H10N3O | wB97M-V/def2-TZVPD

Geometry as XYZ:
```
16
Properties=species:S:1:pos:R:3:nbo_charge:R:1
C -1.098 -1.071 0.366 -0.452
N 0.063 -0.708 1.055 -0.533
C 1.145 -0.286 0.390 0.682
N 2.274 0.236 0.883 -0.739
N 1.038 -0.290 -0.964 -0.774
H -1.923 -1.410 1.005 0.254
H -1.428 -0.303 -0.308 0.240
H -0.893 -1.878 -0.322 0.202
H -0.109 -0.689 2.014 0.435
H 3.037 -0.102 0.342 0.418
H 2.321 0.176 1.854 0.410
H 1.656 0.126 -1.633 0.431
H 0.243 -0.627 -1.435 0.421
H -1.411 2.543 -1.031 0.468
H -2.831 2.386 -1.338 0.488
O -2.084 1.896 -0.877 -0.952
```

Total charge   +1
HOMO energy   -14.8340 eV
Molar mass   92.12 g mol⁻¹
LUMO   -0.111 Eh
Kohn-Sham gap   0.4345 Ha

=====

Q | C2H10N3O | wB97M-V/def2-TZVPD

Geometry as XYZ:
```
16
Properties=species:S:1:pos:R:3:nbo_charge:R:1
C -1.845 -0.798 0.070 -0.412
N -0.464 -1.250 0.522 -0.566
C 0.310 -0.283 1.019 0.706
N 1.635 -0.224 0.460 -0.773
N -0.088 0.873 1.590 -0.754
H -1.618 -0.465 -0.917 0.214
H -2.420 0.036 0.662 0.230
H -2.348 -1.695 -0.100 0.235
H -0.049 -2.054 0.162 0.425
H 2.077 0.668 0.422 0.415
H 1.880 -0.981 -0.183 0.421
H 0.566 1.618 1.709 0.429
H -1.080 1.073 1.720 0.428
H 1.956 1.423 -2.366 0.495
H 0.375 1.158 -2.686 0.492
O 1.112 0.903 -2.083 -0.985
```

Total charge   +1
HOMO energy   -14.3817 eV
Molar mass   92.12 g mol⁻¹
LUMO   -0.123 Eh
Kohn-Sham gap   0.4052 Ha

=====

R | C2H10N3O | wB97M-V/def2-TZVPD

Geometry as XYZ:
```
16
Properties=species:S:1:pos:R:3:nbo_charge:R:1
C -2.021 -1.305 -1.316 -0.436
N -1.461 -0.466 -0.255 -0.562
C -0.279 0.073 0.036 0.683
N -0.288 1.163 0.794 -0.800
N 0.818 -0.556 -0.473 -0.793
H -1.282 -1.749 -1.976 0.216
H -2.616 -0.602 -1.899 0.227
H -2.744 -2.130 -1.122 0.248
H -2.262 -0.068 0.215 0.408
H 0.541 1.745 0.853 0.440
H -0.877 1.215 1.615 0.426
H 1.657 -0.084 -0.036 0.467
H 0.511 -1.413 -0.897 0.432
H 3.021 0.848 1.884 0.506
H 3.427 1.192 0.561 0.501
O 2.591 0.963 1.021 -0.964
```

Total charge   +1
HOMO energy   -14.2603 eV
Molar mass   92.12 g mol⁻¹
LUMO   -0.109 Eh
Kohn-Sham gap   0.4151 Ha

=====

Most stable pick: P. Distance to second place: 0.0055 hartree.

=====

P | C4H3NO3 | wB97M-V/def2-TZVPD

Geometry as XYZ:
```
11
Properties=species:S:1:pos:R:3:nbo_charge:R:1
C 0.934 1.561 -0.233 0.287
C 0.242 0.290 -0.447 -0.174
C -0.724 -1.478 -1.084 0.335
C -0.207 -0.557 0.769 0.711
H 0.138 1.036 1.612 0.523
H 1.464 2.034 -1.129 0.223
H -1.377 -2.338 -1.359 0.205
N -0.432 -0.349 -1.534 -0.410
O 1.057 1.787 1.138 -0.669
O -0.757 -1.680 0.298 -0.452
O -0.339 -0.305 1.967 -0.579
```

Total charge   0
HOMO energy   -9.1004 eV
Molar mass   113.07 g mol⁻¹
LUMO   -0.020 Eh
Kohn-Sham gap   0.3144 Ha

=====

Q | C4H3NO3 | wB97M-V/def2-TZVPD

Geometry as XYZ:
```
11
Properties=species:S:1:pos:R:3:nbo_charge:R:1
O -1.016 -2.046 -1.349 -0.539
C -0.134 -1.389 -0.842 0.741
O 1.147 -1.915 -0.682 -0.333
N 1.850 -1.051 0.119 -0.085
C 1.238 0.037 0.208 -0.012
C -0.182 -0.108 -0.111 -0.377
C -1.122 0.828 0.176 0.318
O -1.064 2.030 0.648 -0.610
H 1.807 0.838 0.745 0.209
H -2.272 0.515 0.118 0.202
H -0.251 2.261 0.970 0.486
```

Total charge   0
HOMO energy   -9.5660 eV
Molar mass   113.07 g mol⁻¹
LUMO   -0.012 Eh
Kohn-Sham gap   0.3391 Ha
Structure (SMILES)   O=C1ON=C/C1=C\O

=====

R | C4H3NO3 | wB97M-V/def2-TZVPD

Geometry as XYZ:
```
11
Properties=species:S:1:pos:R:3:nbo_charge:R:1
C -1.236 -0.070 0.554 0.346
C 0.779 0.047 -0.757 0.675
C 1.889 0.938 -0.851 -0.102
C 2.617 2.042 -0.366 -0.174
H -2.670 -2.524 0.103 0.505
H -1.629 0.464 1.554 0.244
H 3.659 2.689 -0.024 0.301
N -1.699 -1.112 -0.206 -0.176
O -2.555 -1.937 1.076 -0.628
O -0.138 0.594 -0.035 -0.485
O 0.984 -1.131 -1.051 -0.506
```

Total charge   0
HOMO energy   -10.3115 eV
Molar mass   113.07 g mol⁻¹
LUMO   -0.026 Eh
Kohn-Sham gap   0.3528 Ha

=====

Most stable pick: Q. Distance to second place: 0.0076 hartree.